Here is C24H37BBr33N2O3 as an isolated structure from the Open Molecules 2025 dataset. Energies are from ωB97M-V/def2-TZVPD.

The geometry in XYZ format:
```
100
Properties=species:S:1:pos:R:3
Br -0.68171 0.90644 8.89052
Br -1.65886 -6.50015 3.36150
Br -4.00519 -0.83588 7.57817
Br 3.97490 2.60593 -7.35357
Br -8.78131 0.45596 4.05074
Br 1.76550 0.78628 6.86246
Br 9.31954 0.31611 -7.66938
Br 6.55703 0.68063 -9.20662
Br 3.33974 -2.48583 5.12808
Br 5.35009 -0.74920 0.64054
Br -10.24735 1.20270 1.33361
Br -7.42777 5.88660 6.89701
Br 1.27644 4.30706 -7.35529
Br 7.57247 5.37618 -8.12770
Br 1.85902 -2.18096 2.31781
Br -10.17624 -1.81932 2.31668
Br -6.94639 -3.67114 3.88869
Br -2.53656 -6.21424 0.31436
Br -6.16819 1.06528 6.24571
Br 6.24712 -3.14850 -1.22582
Br -5.77111 4.78305 4.41586
Br -0.48940 -1.44675 6.75951
Br -3.26245 0.80256 4.96516
Br 7.93772 -0.45115 -1.17801
Br 9.08926 2.38087 -10.08030
Br -5.75553 -0.86554 2.95781
Br 2.40089 -5.06432 3.50794
Br 5.85010 5.56741 -5.45335
Br 4.88724 7.07890 -8.07370
Br -3.83296 -3.08750 4.20136
Br 2.20331 2.67938 -4.71562
Br -4.73310 -6.29518 2.62965
Br -4.78086 4.20002 7.37723
O 2.12396 1.44490 -2.90184
O 2.22027 -0.52143 -4.21831
O -0.81479 -0.68075 1.15666
N 1.03761 -0.64897 -1.99700
N -0.10753 0.15004 -1.52862
C 8.17623 1.53426 -8.61843
C 6.40029 6.46571 -7.06606
C -1.42752 0.12175 -3.65174
C 2.69880 -0.84396 -0.02266
C -10.22353 0.02418 2.85107
C 3.49995 1.69037 -2.42021
C 2.04195 -3.22885 3.92997
C -3.01350 -6.90288 2.05244
C -1.18009 2.17111 -2.12849
C 0.49105 -0.23117 7.88038
C -0.83134 0.74081 -2.41729
C 1.94571 -0.73909 -0.93297
C -4.29699 0.77823 6.58041
C 2.76574 3.66736 -6.30702
C 0.10481 -2.95616 -1.33143
C -2.01744 -1.41633 0.98957
C -1.41419 -2.74342 -1.09823
C 6.84962 -1.66311 -0.17010
C 0.76776 -2.10140 -2.39596
C -1.78585 -2.79311 0.40018
C -0.75965 0.01282 2.38144
C -5.60524 -2.32866 4.19116
C -5.68983 5.44107 6.22084
C 3.32600 2.27062 -1.00099
B 1.85048 0.12727 -3.09026
H 3.65363 3.30513 -0.94593
H 3.80134 1.66008 -0.24246
H -2.72816 -3.32484 0.52269
H 7.45744 -2.05850 0.63072
H -1.73556 0.39620 2.67355
H -0.09856 0.87345 2.28161
H -1.04695 -3.34064 0.98572
H 1.04831 -0.82636 8.58828
H -2.69855 -0.85659 0.33475
H -3.93974 1.60111 7.18040
H 0.20750 -2.18276 -3.32404
H 3.31092 4.54041 -5.97754
H 0.21496 -3.98001 -1.68837
H -5.77355 -1.92016 5.17946
H -11.14658 0.17766 3.38966
H -1.99223 0.87696 -4.19085
H 6.96259 7.33651 -6.76353
H -5.10513 6.34843 6.20728
H -0.69830 -0.25041 -4.37375
H 1.46743 -0.67667 -4.80155
H -0.30986 2.69171 -1.74400
H -3.05638 -7.97784 1.96010
H -1.93326 -3.57598 -1.57003
H 3.99340 0.72529 -2.31342
H -0.34900 -0.61556 3.17467
H -1.54413 2.66241 -3.02375
H 4.07289 2.39366 -3.00217
H 7.89225 2.31235 -7.92397
H 1.08468 -3.19200 4.43174
H -1.94436 2.21045 -1.34736
H -2.52145 -1.50656 1.95269
H 0.61428 -2.91885 -0.37130
H -1.78433 -1.79891 -1.48508
H 2.26491 2.27967 -0.76161
H -2.13867 -0.65958 -3.39257
H 1.74665 -2.53024 -2.59850
H 3.24343 -1.30595 0.81096
```

## Properties
* HOMO: -11.396 eV
* gap between HOMO and LUMO: 8.26 eV
* net charge: +1